Molecular formula: C29H77FLiO10Zn
Method: DFT, wB97M-V/def2-TZVPD

Kohn-Sham gap = 6.4 eV
Charge = +1
LUMO = -5.661 eV
Electronic energy = -3790.04790 a.u.

The geometry in XYZ format:
```
119
Properties=species:S:1:pos:R:3:forces:R:3
Zn -2.79759 -14.17155 16.09497 -0.4 2.0 0.4
F -4.58915 -13.89407 15.82839 0.2 -0.4 -0.1
O 0.38418 -15.25258 17.09908 -0.2 0.5 -0.4
O -5.57881 -11.17338 18.04421 0.5 -0.3 -0.2
O -2.54363 -12.36607 16.71264 0.2 -0.9 -0.5
O -5.16343 -10.57981 15.19951 0.4 -0.4 0.2
O 3.12216 -12.58112 20.24333 -0.2 0.1 -0.2
O -6.18677 -8.00589 18.87166 -0.2 -0.4 0.5
O 0.17587 -8.99053 16.32705 -0.3 0.2 0.2
O -0.75801 -7.83593 23.71198 -0.2 0.0 -0.5
O -2.27368 -7.25237 16.52252 -0.3 0.2 0.2
O -1.15137 -14.52029 23.14122 0.0 -0.2 0.0
C -6.02598 -13.30722 18.99599 -0.4 0.1 0.0
C -2.18470 -14.06360 22.27865 -0.3 0.3 -0.1
C -4.33453 -7.80940 20.42778 -1.0 -0.1 2.0
C -1.45498 -11.80534 17.45244 -0.7 -0.7 0.7
C -4.10828 -9.90403 14.45251 -1.0 -0.4 -0.3
C 2.26507 -10.02529 15.64491 0.7 -0.2 0.4
C -0.61436 -8.64804 21.41729 0.9 -0.5 1.0
C -3.34555 -13.66578 23.16465 -0.3 -0.2 0.4
C -5.49798 -7.11359 19.75137 1.5 1.3 -1.3
C 0.13154 -6.33575 22.04951 -0.3 0.9 -0.6
C 3.20194 -11.18439 19.85728 0.5 -1.4 0.2
C -6.40424 -6.31682 20.66458 -0.5 -0.7 0.1
C -1.45454 -6.13872 18.48180 2.0 0.6 0.1
C 0.88320 -15.50756 19.40385 0.2 -0.4 -0.1
C -1.69115 -12.89827 21.42724 0.2 -0.2 -0.5
C -6.26644 -11.26194 20.38500 0.7 -0.3 1.1
C 1.59649 -8.94645 16.47249 0.3 0.7 -0.8
C 2.57782 -14.63128 17.70873 -0.4 0.2 -0.3
C 1.79238 -10.73320 19.63985 -0.8 0.8 -0.1
C -2.11331 -5.96396 17.12841 -0.1 -0.3 0.4
C 1.14091 -14.64142 18.19004 0.0 -0.3 -0.4
C -4.39396 -8.43604 14.47394 0.1 1.4 0.0
C 4.08585 -11.02624 18.63450 0.4 0.0 -0.6
C -1.33388 -5.07765 16.18865 0.5 1.1 -0.8
C -4.05313 -10.46090 13.02307 0.8 0.5 -0.1
C 2.01691 -7.56603 15.99105 -0.1 0.2 0.3
C -0.85572 -7.44487 22.32801 -0.2 -0.7 0.5
C -5.47157 -11.91449 19.27279 -0.7 0.3 -0.1
C -1.93191 -10.68479 18.36131 1.0 -0.3 0.6
Li -4.54634 -11.94623 16.44785 -0.2 0.2 0.1
H -0.80980 -4.23629 16.65371 -0.1 -0.2 0.3
H -3.57759 -7.81634 14.09284 0.2 -0.4 -0.1
H -3.00840 -12.95466 23.92068 0.0 0.1 -0.1
H 1.31940 -11.05971 18.70525 0.6 -0.3 -0.1
H 3.03297 -7.33486 16.31297 0.1 -0.1 -0.1
H -1.12440 -12.59964 18.13026 0.6 0.2 -0.1
H 3.97976 -12.84124 20.59316 0.0 0.0 0.0
H -5.82707 -5.78039 21.41421 0.0 0.0 0.0
H -7.11216 -7.74280 18.87668 0.0 -0.1 -0.1
H -3.71417 -7.10319 20.98596 0.2 0.4 -0.7
H -1.90471 -7.16548 22.21582 0.2 0.5 0.0
H 2.80972 -15.54992 17.17060 0.0 -0.1 0.2
H -1.37991 -7.63198 16.49481 -0.1 -0.1 -0.1
H 1.09488 -11.07281 20.40750 0.3 0.1 0.3
H 1.95387 -7.46244 14.90852 -0.1 0.0 0.0
H 0.40998 -8.98014 21.64877 0.1 0.2 -0.5
H 4.88438 -11.77196 18.62476 0.0 0.1 0.2
H -0.58921 -5.60324 15.58523 0.0 -0.3 0.4
H -4.42913 -12.00216 19.59812 0.1 0.2 -0.3
H -1.18060 -9.53614 21.70999 -0.6 0.3 -0.1
H 0.82486 -13.59729 18.25571 -0.2 -0.1 0.5
H -0.64993 -15.22148 22.71720 0.0 0.0 0.0
H 1.77582 -9.63975 19.59285 -0.1 -0.1 0.2
H -4.18937 -13.24591 22.61382 0.2 0.1 -0.1
H -5.55081 -14.05274 19.63251 0.0 -0.1 -0.1
H -0.18927 -15.68503 19.52586 0.0 0.2 0.2
H -6.98934 -5.60419 20.08232 0.0 0.1 0.0
H -4.57277 -8.02247 15.46608 0.0 -0.4 0.1
H -0.17244 -9.85000 16.58230 0.2 0.0 0.0
H -1.12989 -13.27876 20.56454 0.2 0.1 0.1
H -0.53942 -15.25583 17.36893 0.0 -0.2 0.3
H 1.91910 -8.98164 17.51956 -0.4 -0.5 0.0
H -7.34128 -11.27643 20.22036 0.0 -0.1 -0.1
H -1.03152 -12.24586 21.99896 -0.1 0.0 0.1
H -1.97138 -4.60071 15.43843 -0.2 -0.2 0.1
H -0.62777 -11.51670 16.79919 -0.1 -0.2 -0.2
H 1.14913 -6.59386 22.34549 0.0 -0.2 -0.1
H -5.96351 -13.57636 17.94069 0.4 -0.1 0.1
H 3.32367 -10.03511 15.92652 -0.1 -0.2 -0.1
H 1.36980 -6.82157 16.45870 0.0 0.0 -0.1
H 2.26121 -9.84376 14.57071 -0.4 0.2 0.0
H -3.08340 -10.94025 12.87916 -0.2 -0.3 -0.2
H -2.33600 -9.81294 17.84924 -0.3 -0.1 0.1
H 4.57462 -10.05069 18.58296 -0.1 0.1 0.1
H -4.07996 -9.64253 12.30213 -0.1 0.0 0.0
H -5.99942 -11.86201 21.26553 -0.6 -0.1 0.1
H -2.52609 -14.86542 21.61108 0.1 -0.1 0.1
H -0.38938 -6.36060 18.28497 -0.1 -0.3 0.0
H -7.11540 -6.98368 21.16505 0.1 0.1 0.2
H -1.08111 -10.36797 18.98255 0.2 0.3 -0.5
H -3.20078 -10.17767 14.98884 0.0 0.2 0.1
H -3.74061 -14.53323 23.69610 0.2 0.0 0.0
H 1.32912 -16.47793 19.16868 -0.1 -0.1 0.1
H -0.71128 -8.42823 20.35766 0.0 0.0 0.0
H -2.51795 -11.12986 19.16539 -0.8 0.3 -0.5
H 3.55920 -11.16751 17.68639 -0.2 -0.1 0.3
H 0.05310 -8.34609 23.79790 0.1 0.0 0.2
H -5.98497 -10.54559 14.70032 0.0 0.1 0.0
H 1.32980 -15.17776 20.34028 -0.1 0.4 -0.1
H 3.69687 -10.69788 20.70244 -0.4 0.5 0.0
H 2.65002 -13.80830 16.99539 0.4 0.0 0.0
H -5.67076 -10.22594 18.21499 0.0 0.1 0.1
H -5.02909 -6.35662 19.10022 -0.1 -0.1 -0.1
H -1.34902 -5.20692 19.04679 -0.5 0.0 0.0
H -5.96474 -10.26618 20.71265 0.1 0.2 -0.7
H -3.72026 -8.45922 19.81323 -0.1 0.0 -0.2
H -3.08185 -5.48337 17.28849 -0.3 -0.5 -0.2
H -4.85987 -11.14469 12.76937 0.0 -0.1 0.2
H -2.51478 -12.31199 21.01283 -0.1 0.0 0.2
H 0.12556 -6.06925 20.98632 0.2 -0.2 0.0
H -4.76067 -8.31937 21.30708 0.2 -0.8 -0.4
H 3.25652 -14.45895 18.53697 0.1 0.0 0.0
H 1.84879 -11.01773 15.83906 0.0 0.0 0.0
H -5.24215 -8.16059 13.83777 -0.1 -0.4 0.1
H -7.09681 -13.32429 19.21185 0.0 0.0 0.1
H -0.11795 -5.39976 22.55248 -0.1 -0.2 0.3
H -1.79623 -6.92736 19.14532 -0.6 0.0 -0.3
```
Positions in Å, forces in eV/Å.

Atomic partial charges in e from the Mulliken method, atoms 1 to 6: 0.7655 -0.7077 -0.5821 -0.4924 -0.1730 -0.4212